No. 1
DFT (ωB97M-V/def2-TZVPD) results for 9 unconnected molecules or ions with the total composition C36H51N9 at a distorted geometry.

Its total charge is +1. Its expectation value of S² is 0.764. The multiplicity is 2. As for the LUMO energy (alpha / beta): -0.117 / -0.264 Eh.

Atoms and positions in Å:
H1 0.324 6.380 -4.722
N1 -0.551 -3.742 -2.433
H2 1.712 2.577 -3.528
H3 -4.714 -5.138 -1.058
H4 1.800 -4.719 0.228
H5 0.436 -6.298 -0.051
H6 3.035 -5.918 0.046
H7 -0.914 -2.624 0.624
C1 0.450 4.374 1.750
C2 -3.873 -7.089 -1.183
H8 -3.149 -4.558 0.668
C3 0.862 1.029 -0.648
H9 0.677 -0.527 -3.254
H10 0.968 -6.477 -3.067
H11 -1.336 -1.306 4.144
C4 -0.391 -2.007 1.354
C5 0.434 -6.149 -2.175
C6 2.076 3.022 2.371
H12 1.782 6.084 1.776
H13 -0.701 -0.214 -1.148
C7 -3.293 2.966 5.469
H14 -2.694 -8.803 -0.312
H15 -4.845 1.663 6.424
H16 -4.424 -7.487 -2.022
C8 2.605 4.217 2.346
C9 0.659 0.276 4.903
H17 2.353 0.104 -5.293
N2 -0.565 -1.115 -4.959
C10 -0.414 -0.527 1.007
H18 3.653 4.477 2.348
N3 2.964 4.955 -0.983
C11 2.204 -5.446 -0.477
C12 2.429 6.220 -0.958
C13 3.166 7.077 -1.735
H19 0.894 -1.001 -0.580
H20 -0.400 -2.336 6.887
C14 -3.181 -5.561 0.269
H21 -1.717 -6.892 1.226
H22 0.581 -2.492 1.440
C15 0.571 -0.584 -4.327
N4 1.705 0.402 4.385
C16 -4.206 1.873 5.580
C17 1.542 3.388 -4.221
C18 -2.514 -6.784 0.504
H23 -2.254 -1.219 5.587
H24 4.531 4.080 -2.274
H25 -2.260 3.679 3.638
H26 2.531 4.076 -0.739
H27 4.664 6.506 -3.260
H28 -1.388 -0.119 1.276
H29 -3.039 1.628 2.544
C19 1.150 -6.456 -0.859
C20 0.698 3.054 2.065
C21 4.010 4.964 -1.940
C22 4.124 6.247 -2.361
N5 -4.046 -5.826 -0.741
C23 1.345 -0.250 -5.450
N6 -3.257 1.822 3.511
H30 -3.128 3.669 6.272
C24 -1.226 -1.252 5.227
C25 0.967 4.641 -5.950
C26 -2.805 2.928 4.190
H31 1.301 2.387 -6.123
H32 -0.450 4.933 1.543
C27 -0.115 -4.756 -2.284
N7 1.640 5.092 1.896
C28 0.787 -0.444 -6.655
H33 0.753 4.985 -6.951
H34 1.492 -7.489 -0.929
N8 1.273 4.706 -3.750
C29 0.121 -0.247 -0.433
C30 -3.060 -7.788 -0.279
H35 -1.301 -1.523 -4.400
H36 -4.704 0.353 3.891
H37 -0.818 -2.162 2.345
C31 -0.454 -1.105 -6.311
C32 1.288 3.305 -5.554
H38 -0.563 0.088 6.706
C33 -0.627 0.126 5.618
H39 2.520 -4.937 -1.388
H40 2.572 2.120 2.696
H41 1.216 5.031 -2.796
H42 -0.506 -6.686 -2.045
C34 0.812 5.422 -4.826
H43 -0.601 -3.366 5.446
H44 0.741 -2.270 5.582
C35 -4.180 1.185 4.338
H45 2.818 8.097 -1.807
H46 0.269 -0.021 1.688
H47 1.254 -0.396 -7.627
H48 -1.262 -1.380 -6.973
H49 -1.246 1.003 5.429
C36 -0.321 -2.374 5.800
H50 -0.046 2.271 2.060
N9 1.313 2.079 -0.778
H51 1.465 6.299 -0.477

***

No. 2
DFT (ωB97M-V/def2-TZVPD) results for a molecular structure, C36H52B2F4InN5O7SSe at a distorted geometry.

Its total charge is 0. As for the LUMO energy (alpha / beta): -0.102 / -0.085 Eh.

Atoms and positions in Å:
C1 17.146 9.926 11.314
H1 5.905 9.630 14.298
C2 12.804 11.801 11.816
H2 15.213 17.342 15.409
O1 12.741 11.400 15.371
H3 13.483 11.938 7.363
H4 13.249 13.613 18.691
H5 15.538 8.726 9.383
H6 14.391 12.363 19.213
H7 6.245 8.503 12.891
H8 14.007 18.201 12.626
H9 11.834 15.189 13.106
C3 13.851 13.489 15.981
H10 8.308 6.338 15.213
C4 13.156 12.719 10.834
N1 10.671 9.671 17.035
O2 13.158 9.680 12.856
H11 13.779 17.689 16.359
C5 15.284 11.547 16.782
Se1 11.253 12.395 12.768
H12 15.804 9.338 13.709
C6 12.960 12.657 15.168
H13 15.917 11.174 17.629
H14 14.557 15.446 16.338
In1 10.826 10.272 14.810
S1 11.461 7.647 12.453
H15 12.570 13.627 10.784
H16 16.079 14.734 8.102
C7 13.979 17.127 12.923
C8 14.923 11.285 10.206
F1 12.145 6.476 16.708
H17 10.294 13.490 18.667
C9 14.423 12.514 7.429
B1 7.870 12.545 14.630
C10 15.631 8.651 12.866
H18 11.371 17.414 15.233
C11 6.539 9.451 13.410
C12 8.539 8.224 14.432
H19 16.657 13.229 8.865
C13 9.435 12.894 18.291
H20 12.991 11.938 18.170
H21 17.391 10.158 10.260
H22 15.006 16.724 12.871
O3 9.068 12.885 15.557
H23 16.425 13.427 18.371
C14 13.503 10.575 12.034
F2 6.870 11.888 15.344
N2 9.738 11.831 16.072
H24 15.751 11.041 9.565
H25 13.396 16.586 12.157
C15 14.730 10.435 11.284
N3 11.219 9.052 12.821
N4 8.762 10.468 13.906
C16 7.763 6.952 14.465
H26 11.337 17.262 13.441
H27 14.668 8.147 13.024
B2 11.557 7.631 16.305
O4 11.183 8.476 17.507
H28 17.889 9.195 11.647
C17 12.424 14.698 13.871
C18 7.963 9.420 13.852
H29 15.381 14.828 18.052
H30 17.306 10.832 11.924
C19 14.670 12.915 17.149
H31 16.439 7.888 12.937
O5 8.317 11.640 13.447
C20 11.928 17.637 14.294
F3 7.430 13.739 14.107
H32 14.513 10.821 16.522
H33 7.826 6.445 13.492
O6 10.248 7.015 11.936
C21 13.421 14.456 8.587
H34 13.430 15.160 9.444
H35 13.659 15.101 7.705
H36 15.264 11.801 7.380
H37 12.392 14.046 8.471
H38 16.175 7.473 10.432
C22 13.778 12.693 18.363
C23 15.449 8.301 10.414
C24 15.767 13.892 17.582
H39 14.454 7.839 10.520
H40 10.194 9.194 19.461
C25 13.345 17.006 14.309
C26 12.343 13.340 14.064
H41 14.502 13.158 6.506
H42 11.555 10.320 19.717
H43 9.908 10.908 20.037
C27 13.899 14.869 15.709
H44 12.010 18.749 14.231
N5 9.770 8.325 14.897
O7 10.317 7.279 15.563
C28 14.459 13.336 8.727
H45 6.709 7.093 14.739
C29 15.738 9.332 11.492
H46 16.450 14.190 16.766
C30 10.495 10.254 19.396
C31 10.383 10.592 17.946
H47 15.944 14.546 9.864
C32 15.850 13.996 8.909
F4 12.415 8.442 15.501
H48 8.803 13.519 17.646
H49 8.824 12.505 19.112
C33 9.832 11.799 17.395
H50 15.942 11.620 15.887
H51 14.321 18.832 15.054
C34 14.195 17.749 15.342
C35 13.230 15.507 14.659
C36 14.156 12.429 9.922
H52 6.404 10.316 12.751

***

No. 3
DFT (ωB97M-V/def2-TZVPD) results for a molecular structure, C36H53GeN3O2PS5Ti at a distorted geometry.

Its total charge is 0. Its expectation value of S² is 3.765. The multiplicity is 4. As for the LUMO energy (alpha / beta): 0.014 / -0.036 Eh.

Atoms and positions in Å:
N1 0.275 21.250 4.597
C1 -0.875 14.795 3.542
H1 -2.714 14.304 4.642
S1 -0.481 18.187 10.568
N2 -2.098 21.739 5.655
C2 -1.642 14.313 4.803
H2 4.973 17.707 8.641
H3 -0.985 14.059 2.720
C3 4.130 19.666 6.916
H4 0.312 21.027 10.348
H5 1.537 22.157 8.155
S2 1.271 17.621 6.148
C4 1.028 19.763 2.977
C5 5.538 16.425 10.270
H6 -3.348 21.821 3.994
C6 -3.120 23.802 4.871
C7 0.379 24.090 5.926
H7 -3.574 19.479 6.475
H8 6.327 15.991 9.697
H9 -3.982 21.684 6.545
H10 1.090 26.002 6.733
S3 -1.805 19.489 9.915
Ti1 0.061 18.728 8.146
O1 -0.379 20.392 7.050
H11 -4.860 18.808 7.420
H12 2.544 18.168 12.144
C8 5.004 20.308 6.077
C9 1.775 21.294 4.690
H13 5.465 19.785 5.234
O2 -1.483 17.450 7.403
H14 0.032 22.716 8.799
H15 -2.644 22.067 7.690
C10 4.829 22.288 7.450
C11 4.020 21.595 8.332
H16 1.067 18.720 2.589
C12 -3.662 16.602 6.258
S4 1.807 16.969 8.054
C13 -4.572 18.997 6.417
C14 3.370 21.057 11.734
H17 -1.864 14.728 6.905
C15 -4.486 17.704 5.595
H18 -1.412 13.254 5.015
H19 3.978 22.255 13.382
C16 -3.039 22.226 6.716
C17 1.340 24.334 8.048
S5 -1.817 16.898 6.007
C18 -0.156 20.069 3.884
H20 -0.490 25.350 7.386
H21 5.816 15.301 12.072
H22 3.817 18.674 6.681
H23 1.872 23.536 13.500
Ge1 2.659 19.395 9.456
C19 2.252 20.143 3.843
C20 5.361 21.624 6.334
C21 1.997 22.729 12.764
H24 -0.269 15.177 6.285
H25 -3.826 15.640 5.789
P1 -0.474 21.492 6.047
H26 0.157 15.001 3.811
H27 -4.294 24.013 6.659
H28 -1.732 22.529 3.717
C22 5.259 16.081 11.595
H29 -1.251 15.776 3.257
H30 5.155 23.297 7.656
C23 -3.267 23.705 6.382
C24 0.958 22.366 11.962
H31 -1.031 20.275 3.276
C25 -2.569 22.406 4.417
C26 3.394 17.662 11.634
N3 0.247 22.802 6.656
H32 3.685 22.105 9.204
C27 3.678 20.294 8.090
H33 6.037 22.142 5.680
C28 3.184 21.994 12.701
H34 2.056 22.279 4.311
H35 -2.490 24.671 4.511
H36 -4.077 24.002 4.377
H37 -0.018 22.863 12.119
H38 2.142 21.164 5.688
H39 -5.253 19.682 5.884
C29 4.183 16.699 12.227
C30 4.766 17.419 9.666
H40 1.283 24.068 5.293
C31 0.520 25.123 7.016
C32 0.766 22.900 8.004
H41 -0.319 19.178 4.535
C33 2.330 20.734 10.844
H42 -0.474 24.302 5.291
C34 3.708 18.050 10.348
H43 4.370 20.605 11.628
H44 3.095 20.392 3.218
C35 -1.315 15.150 6.054
H45 -3.764 16.531 7.350
H46 2.429 24.303 7.680
H47 -5.495 17.306 5.490
H48 1.348 24.761 9.037
H49 2.584 19.345 4.520
H50 -4.140 17.856 4.562
C36 1.115 21.350 11.007
H51 1.034 20.420 2.105
H52 -2.598 24.376 6.940
H53 3.939 16.371 13.215

***

No. 4
DFT (ωB97M-V/def2-TZVPD) results for a molecular structure, C36H54BrCsN9O2SSbSi3 at a distorted geometry.

Its total charge is -2. As for the LUMO energy: 0.139 Eh.

Atoms and positions in Å:
C1 3.134 0.253 4.304
H1 4.633 -3.815 1.073
Br1 -1.488 3.860 2.090
H2 -3.275 -1.973 -6.060
C2 2.056 0.031 -5.345
H3 3.794 -2.573 -4.682
H4 0.380 -2.451 -7.110
H5 3.185 -2.199 -0.344
H6 3.292 3.856 2.948
H7 2.705 -3.532 -3.693
C3 1.632 8.319 -3.863
C4 -3.882 0.691 3.190
C5 2.024 -3.453 2.105
C6 1.654 -3.833 4.442
C7 -0.280 -0.862 3.508
N1 2.548 1.993 1.151
N2 2.742 3.184 0.714
H8 2.107 10.325 -3.252
H9 3.088 -0.759 4.678
O1 -1.973 -0.279 -1.033
N3 2.155 5.252 -1.953
H10 2.552 -0.306 2.322
Sb1 -0.406 -1.391 -3.048
C8 1.332 -2.618 -6.615
H11 -3.937 -3.637 -3.274
H12 3.737 -4.388 -1.199
C9 -3.179 1.884 3.240
C10 2.116 6.563 -2.277
C11 2.458 3.510 -0.564
C12 -3.022 0.347 0.990
C13 -2.946 -0.503 -0.281
H13 2.117 -2.262 -7.278
C14 -2.619 -1.126 -6.234
C15 2.104 9.277 -2.976
C16 -0.335 -4.940 -2.189
H14 -3.135 -0.444 -6.903
C17 -2.439 2.212 2.119
C18 -3.874 0.055 -3.779
N4 2.489 4.820 -0.734
H15 1.260 8.625 -4.834
H16 1.457 -3.691 -6.498
Cs1 0.150 0.621 -0.204
N5 2.911 -4.580 2.048
C19 -1.478 1.463 -5.059
N6 1.754 -2.739 1.049
H17 1.262 6.245 -4.227
H18 -0.557 -4.715 -5.388
H19 1.423 0.520 -6.079
H20 0.703 -3.907 4.993
H21 3.190 -1.932 -3.164
H22 3.836 3.395 5.330
C20 3.849 -4.591 0.957
C21 2.921 -2.523 -4.035
H23 2.928 7.208 -0.413
Si1 -2.160 -0.263 -4.563
C22 2.275 -5.221 4.271
N7 -2.345 1.488 1.033
H24 2.075 0.655 -4.455
C23 2.831 0.502 2.982
H25 2.621 -5.624 5.228
C24 2.889 1.806 2.476
H26 -4.502 0.696 -4.396
C25 3.497 1.289 5.153
H27 -4.472 0.374 4.039
H28 -0.270 -4.599 -1.160
C26 3.551 2.587 4.665
C27 -3.193 -3.823 -2.504
H29 4.350 -5.573 0.945
H30 -2.114 -3.960 -5.639
C28 2.573 7.543 -1.375
H31 2.331 -3.226 5.077
H32 3.067 0.001 -5.744
C29 3.431 -5.070 3.295
N8 -0.929 -0.009 3.910
C30 2.413 -2.976 -0.200
N9 1.397 -3.146 3.218
H33 -4.350 -1.012 1.940
C31 3.258 2.850 3.344
O2 -3.853 -1.319 -0.438
H34 4.201 -4.397 3.727
H35 2.313 -5.128 -0.425
H36 -2.272 2.183 -5.241
C32 3.076 -4.351 -0.329
H37 -1.735 -1.489 -6.748
S1 2.180 2.409 -1.857
Si2 1.407 -1.715 -4.900
H38 -3.415 -4.788 -2.055
H39 1.909 4.500 -2.621
H40 0.348 -1.701 3.214
H41 -2.024 -5.548 -4.901
H42 3.920 -6.040 3.108
H43 -4.405 -0.876 -3.610
H44 -3.759 0.528 -2.811
H45 1.538 -5.902 3.838
H46 0.676 -4.979 -2.585
C33 -3.814 -0.083 2.048
H47 -3.328 -3.066 -1.739
C34 1.634 6.982 -3.529
H48 -0.849 1.860 -4.266
H49 3.735 1.091 6.191
H50 -0.872 1.406 -5.958
H51 1.674 -2.844 -1.006
C35 2.570 8.872 -1.730
H52 -0.725 -5.956 -2.179
Si3 -1.425 -3.741 -3.214
H53 2.942 9.612 -1.031
H54 -3.182 2.530 4.104
C36 -1.541 -4.575 -4.955

***

> Which of these has the highest total charge?

C36H51N9

***

> Number 1 is which compound?

C36H51N9